Entry 1:
Here is a cluster of 2 separate species, C5H16N2O in total at a distorted geometry from the Open Molecules 2025 dataset. Energies are from the ωB97M-V functional and the def2-TZVPD basis.

```
24
C5H16N2O, DFT the ωB97M-V functional and the def2-TZVPD basis
N -0.3367 1.5742 1.4086
N 0.0302 -2.6405 -0.3495
C -0.6023 2.9689 1.0166
C 0.6041 -3.2380 -1.5455
C -1.2693 0.7820 0.5881
C -0.3039 -1.2422 -0.5431
C -0.8158 -0.7154 0.7326
H 0.6137 1.4534 1.0360
H 0.5835 -2.8178 0.4986
H -0.1279 3.5924 1.7930
H -1.6865 3.1715 1.0166
H -0.1907 3.2564 0.0345
H 0.1562 -4.2457 -1.5198
H 1.7015 -3.3395 -1.5008
H 0.3338 -2.7572 -2.5007
H -2.2740 0.7882 1.0529
H -1.3909 1.0466 -0.4799
H -1.1218 -1.2231 -1.2888
H 0.4973 -0.5694 -0.9050
H -1.7390 -1.2456 1.0362
H -0.0566 -0.8834 1.5205
O 2.2227 1.7985 -0.2470
H 2.0905 2.4154 -1.0021
H 3.0820 2.0705 0.1480
```

Calculated values
Maximum force (Eh/bohr): 0.0548
Charge: 0
Energy above the lowest of the compared OMol25 structures with the same formula, charge and spin (eV): 1.6094

Entry 2:
Here is a cluster of 2 separate species, C5H16N2O in total at a distorted geometry from the Open Molecules 2025 dataset. Energies are from the ωB97M-V functional and the def2-TZVPD basis.

```
24
C5H16N2O, DFT the ωB97M-V functional and the def2-TZVPD basis
C 0.7618 0.0016 0.5981
C 1.2102 0.6255 -0.7130
C 2.4950 1.4101 -0.4681
C 1.4848 -0.4807 -1.7182
N -0.6548 -0.4062 0.5637
C -1.5068 -0.1568 1.7929
N -1.5364 1.2452 2.0348
H 1.3524 -0.8993 0.7876
H 0.9412 0.7370 1.3797
H 0.4816 1.3244 -1.1179
H 2.3794 2.3428 0.0906
H 3.1781 0.8056 0.1335
H 2.9801 1.7146 -1.3816
H 2.3550 -1.0733 -1.4259
H 1.6363 -0.1880 -2.7579
H 0.6020 -1.1155 -1.7839
H -1.1382 0.0559 -0.2232
H -1.0839 -0.7741 2.5759
H -2.5058 -0.4735 1.5604
H -0.6754 1.5748 2.4604
H -1.7412 1.8073 1.2031
H -1.1088 -2.2937 -1.6755
H -2.1058 -1.3205 -1.0965
O -2.0416 -2.0530 -1.7211
```

Calculated values
Maximum force (Eh/bohr): 0.0527
Charge: +1
Energy above the lowest of the compared OMol25 structures with the same formula, charge and spin (eV): 0.7571
Spin multiplicity: 2
⟨S²⟩: 0.757

Entry 3:
Here is a cluster of 2 separate species, C5H16N2O in total at a distorted geometry from the Open Molecules 2025 dataset. Energies are from the ωB97M-V functional and the def2-TZVPD basis.

```
24
C5H16N2O, DFT the ωB97M-V functional and the def2-TZVPD basis
C 2.4937 0.1944 1.4112
C 0.9985 -0.1245 1.3453
C 0.5063 -1.0579 0.1287
C -0.2433 -0.3776 -0.8964
C -0.3488 -0.6795 -2.1718
N -1.3146 0.0433 -2.9954
N 0.4650 -0.6010 2.5974
H 3.0829 -0.4443 0.8292
H 2.6517 1.1455 0.9200
H 3.0079 0.5010 2.3312
H 0.5818 0.8373 1.1164
H -0.2241 -1.8141 0.6562
H 1.2255 -1.8035 -0.2904
H -0.9083 0.4211 -0.4738
H 0.1874 -1.4423 -2.7015
H -2.0400 0.4641 -2.2458
H -1.7106 -0.6524 -3.6721
H -0.9619 0.8497 -3.6329
H 0.9709 -1.2691 3.1838
H -0.6054 -0.8871 2.5992
H 0.3724 0.0990 3.3743
H -2.0552 2.4914 -0.2324
H -3.4634 2.1712 -0.3972
O -2.6685 1.9353 -0.7835
```

Calculated values
Maximum force (Eh/bohr): 0.1101
Charge: +2
Energy above the lowest of the compared OMol25 structures with the same formula, charge and spin (eV): 1.8434

Entry 4:
Here is a cluster of 2 separate species, C5H16N2O in total at a distorted geometry from the Open Molecules 2025 dataset. Energies are from the ωB97M-V functional and the def2-TZVPD basis.

```
24
C5H16N2O, DFT the ωB97M-V functional and the def2-TZVPD basis
C 1.6073 -1.6792 1.5702
C 0.9304 -1.4694 0.2901
C 0.5563 0.1102 0.0511
C -0.7746 0.4268 -0.4469
C -1.1341 0.7548 -1.7395
N -1.8705 0.6025 0.6576
N 1.8730 -1.7886 -0.9406
H 2.3522 -2.4653 1.2559
H 0.8260 -1.8237 2.4647
H 2.2951 -0.9121 1.8937
H -0.1405 -2.0037 0.1011
H 1.0908 0.4666 -0.9435
H 0.9491 0.8035 0.8895
H -2.1604 0.8763 -2.0196
H -0.4556 0.7773 -2.5115
H -1.9910 -0.1226 1.2852
H -1.4866 1.3547 1.2512
H -2.8212 1.0064 0.1907
H 1.8139 -1.0169 -1.7079
H 3.0276 -1.7218 -0.7433
H 1.7396 -2.7438 -1.4946
H -2.4948 3.7594 -0.3693
H -1.7533 3.6736 0.9288
O -1.9787 3.1348 0.0870
```

Calculated values
Maximum force (Eh/bohr): 0.0967
Charge: +2
Energy above the lowest of the compared OMol25 structures with the same formula, charge and spin (eV): 3.4394

Entry 5:
Here is a cluster of 2 separate species, C5H16N2O2 in total at a distorted geometry from the Open Molecules 2025 dataset. Energies are from the ωB97M-V functional and the def2-TZVPD basis.

```
25
C5H16N2O2, DFT the ωB97M-V functional and the def2-TZVPD basis
C -0.0875 -1.8484 -1.6379
O -0.0462 -2.9555 -0.7608
C 0.1657 -0.5022 -0.8175
C -0.9587 0.5257 -0.8334
C -1.9597 0.4891 0.3747
C -0.2262 1.3682 1.9232
N -1.6367 1.2903 1.5131
N 1.5584 -0.0044 -0.9221
H 0.6788 -1.9599 -2.4179
H -1.0833 -1.6886 -2.0938
H -0.0651 -3.7539 -1.2975
H 0.2687 -0.9492 0.2616
H -0.5874 1.5170 -1.1596
H -1.6104 0.2859 -1.6958
H -2.9778 0.5438 -0.0241
H -1.9920 -0.6402 0.6226
H 0.2284 0.3948 2.0270
H -0.2129 1.9438 2.8595
H 0.3447 1.9148 1.1614
H -1.8990 2.2479 1.3585
H 2.1643 -0.7891 -1.1113
H 1.7227 0.5599 -1.7718
H 3.5011 0.5813 1.6489
H 2.1440 0.7175 0.9592
O 2.5662 0.7115 1.8338
```

Calculated values
Maximum force (Eh/bohr): 0.0801
Charge: 0
Energy above the lowest of the compared OMol25 structures with the same formula, charge and spin (eV): 2.1961

Entry 6:
Here is a cluster of 2 separate species, C5H16N2O2 in total at a distorted geometry from the Open Molecules 2025 dataset. Energies are from the ωB97M-V functional and the def2-TZVPD basis.

```
25
C5H16N2O2, DFT the ωB97M-V functional and the def2-TZVPD basis
C -2.2340 0.1237 0.4041
N -1.4620 0.6775 1.5564
N -3.4943 0.7022 0.6971
O -1.6980 0.5960 -0.7906
O -2.2010 -1.2726 0.3850
H -1.8386 -0.0677 -1.4698
H -2.8865 -1.5901 0.9836
H -3.0310 1.6723 1.0371
H -0.6896 0.0635 1.7903
H -1.0673 1.5934 1.3693
H -4.2775 0.3799 1.2432
C 2.2030 0.1959 0.3282
C 1.4965 -1.0951 -0.0939
C 1.7197 1.4311 -0.4289
C 1.7235 -1.4656 -1.5561
H 3.2805 0.0784 0.1823
H 2.0425 0.3470 1.4005
H 1.8478 -1.9135 0.5407
H 0.4226 -1.0008 0.0785
H 2.7889 -1.5562 -1.7714
H 2.1322 2.3380 0.0143
H 0.6309 1.4935 -0.4204
H 2.0391 1.3990 -1.4699
H 1.2457 -2.4165 -1.7874
H 1.3067 -0.7130 -2.2224
```

Calculated values
Maximum force (Eh/bohr): 0.0888
Charge: 0
Energy above the lowest of the compared OMol25 structures with the same formula, charge and spin (eV): 1.5534

Entry 7:
Here is a cluster of 3 separate species, C5H16N2O3 in total at a distorted geometry from the Open Molecules 2025 dataset. Energies are from the ωB97M-V functional and the def2-TZVPD basis.

```
26
C5H16N2O3, DFT the ωB97M-V functional and the def2-TZVPD basis
N -2.4522 -0.3613 -2.0036
C -1.8259 0.7084 -1.2468
C -0.5163 0.2862 -0.5670
N 0.1572 1.3664 0.1435
C 0.4122 2.5356 -0.6570
C 1.3220 0.8059 0.7655
C 1.0075 0.3598 2.1784
O 1.7959 -0.3233 2.8016
H -1.8965 -0.5754 -2.8292
H -2.4883 -1.2310 -1.4651
H -2.4670 1.1425 -0.4751
H -1.6092 1.4992 -1.9684
H 0.1376 -0.1407 -1.3224
H -0.8084 -0.4444 0.1738
H 1.0567 3.2626 -0.1524
H 0.8513 2.3624 -1.6611
H -0.5408 2.9804 -0.8955
H 2.1216 1.5017 0.8241
H 1.7398 -0.0751 0.2574
H -0.0342 0.4922 2.5396
H 1.8494 -1.9036 1.6659
H 2.6244 -2.9205 0.8107
O 1.7537 -2.5683 0.9642
H -1.3858 -3.1270 1.0878
H 0.0733 -2.8162 0.6391
O -0.8780 -2.8164 0.3921
```

Calculated values
Maximum force (Eh/bohr): 0.0569
Charge: 0
Energy above the lowest of the compared OMol25 structures with the same formula, charge and spin (eV): 2.0938

Entry 8:
Here is a cluster of 2 separate species, C5H16N3 in total at a distorted geometry from the Open Molecules 2025 dataset. Energies are from the ωB97M-V functional and the def2-TZVPD basis.

```
24
C5H16N3, DFT the ωB97M-V functional and the def2-TZVPD basis
C -2.5681 -1.7922 0.1673
C -2.5725 -1.4143 -1.3131
H -1.8007 -2.5527 0.3427
H -2.2003 -0.9672 0.7681
H -3.5287 -2.1295 0.5385
H -2.9236 -2.2856 -1.8750
H -1.5809 -1.2741 -1.7257
H -3.2428 -0.5901 -1.5654
C 2.2324 1.0216 1.1131
C 3.2305 -0.1057 1.3443
C 0.2166 1.2318 -0.4202
N 1.4282 0.7379 -0.1178
N -0.6848 1.2950 0.5744
N -0.1229 1.0858 -1.7219
H 1.4965 1.1293 1.9113
H 2.6536 2.0186 1.0228
H 4.2747 0.1951 1.2659
H 3.0443 -0.9046 0.6239
H 2.0067 0.7684 -0.9487
H -0.3001 1.3837 1.5046
H -1.5265 1.8523 0.5015
H 0.2141 0.2250 -2.1173
H -0.8214 1.6266 -2.1996
H 3.0757 -0.5552 2.3266
```

Calculated values
Maximum force (Eh/bohr): 0.0597
Charge: +1
Energy above the lowest of the compared OMol25 structures with the same formula, charge and spin (eV): 1.1850

Entry 9:
Here is a cluster of 2 separate species, C5H16N3 in total at a distorted geometry from the Open Molecules 2025 dataset. Energies are from the ωB97M-V functional and the def2-TZVPD basis.

```
24
C5H16N3, DFT the ωB97M-V functional and the def2-TZVPD basis
N 0.5454 2.6002 1.9087
C -0.7408 0.4601 0.0801
C -0.5354 -0.2365 1.3342
C -0.5838 -1.7967 1.1736
N -0.1817 -2.4412 2.3998
C 0.3035 0.5457 -0.9266
N 0.1205 -0.3465 -2.0988
C 0.7361 0.1563 -3.3091
H 0.1182 3.5160 2.0250
H 1.3663 2.6499 1.3156
H -0.1386 2.1216 1.3064
H -1.7977 0.6128 -0.1659
H -1.2837 0.0210 2.0847
H 0.4308 0.0487 1.7638
H 0.0339 -2.0653 0.3115
H -1.5978 -2.0785 0.8720
H -0.8954 -3.0908 2.7021
H 0.6831 -2.9464 2.2558
H 0.2353 1.5772 -1.3435
H 1.3445 0.4395 -0.6109
H -0.8578 -0.6009 -2.1652
H 0.4865 -0.4303 -4.1945
H 1.8191 0.1071 -3.1882
H 0.3897 1.1771 -3.5306
```

Calculated values
Maximum force (Eh/bohr): 0.0461
Charge: +1
Energy above the lowest of the compared OMol25 structures with the same formula, charge and spin (eV): 4.6701

Entry 10:
Here is a cluster of 2 separate species, C5H16N3 in total at a distorted geometry from the Open Molecules 2025 dataset. Energies are from the ωB97M-V functional and the def2-TZVPD basis.

```
24
C5H16N3, DFT the ωB97M-V functional and the def2-TZVPD basis
C -2.2794 1.1126 0.0922
C -0.4971 1.5486 -1.5496
N -1.0257 1.8118 -0.4309
N -0.7476 0.4364 -2.2937
N 0.3160 2.4398 -2.3789
H -0.9335 2.7512 -0.0003
H -1.3488 -0.3478 -2.1200
H -0.5927 0.3012 -3.1969
H 0.5770 3.2455 -1.6984
H 1.3201 2.2130 -2.7877
H -2.6343 0.4710 -0.7793
H -3.0870 1.8103 0.1616
H -2.1418 0.7448 1.1322
C 0.6012 -1.5408 1.7298
C 1.8076 -0.5464 1.5545
C 0.9866 -2.9014 1.2863
H -0.1216 -1.3184 0.8754
H 0.2083 -1.5481 2.6834
H 1.3964 0.4419 1.7061
H 2.6516 -0.6052 2.2547
H 0.8401 -3.0060 0.1201
H 0.3882 -3.5943 1.7553
H 2.2526 -0.7727 0.5156
H 2.0640 -3.1470 1.3687
```

Calculated values
Maximum force (Eh/bohr): 0.1477
Charge: +1
Energy above the lowest of the compared OMol25 structures with the same formula, charge and spin (eV): 2.9928